Molecular formula: C29H55Br10O7PS2
Method: DFT, ωB97M-V/def2-TZVPD

CARTESIAN COORDINATES (ANGSTROEM)
C: 2.375 6.574 -0.584
C: 1.979 5.212 -0.736
C: 2.971 3.983 -0.505
O: 2.965 3.335 0.567
O: 3.829 3.636 -1.601
C: 3.102 2.537 -2.287
C: 2.975 2.977 -3.820
C: 1.796 2.257 -4.634
C: 2.103 0.731 -5.046
C: 2.137 -0.301 -3.816
C: 0.717 -0.232 -3.079
C: 0.637 -1.271 -1.823
C: 1.087 -0.437 -0.524
C: -0.122 0.336 0.235
P: -0.008 -0.164 2.053
O: -0.131 -1.874 2.278
O: -1.039 0.688 3.106
S: 1.825 0.282 2.630
C: -1.561 0.152 -0.446
C: -2.716 1.100 0.132
C: -2.771 2.420 -0.806
C: -3.797 2.311 -2.031
C: -5.291 1.868 -1.628
C: -6.325 2.911 -2.316
C: -7.854 2.510 -1.965
O: -1.901 -1.282 -0.297
S: -1.079 -1.990 -1.609
O: -1.910 -1.935 -2.864
O: -0.961 -3.464 -1.245
H: 3.504 6.771 -0.685
H: 1.623 7.409 -0.417
H: 0.891 5.036 -1.044
H: 3.758 1.605 -2.126
H: 2.072 2.439 -1.787
H: 2.722 4.106 -3.808
H: 3.944 2.860 -4.416
H: 0.789 2.383 -4.081
H: 1.650 2.825 -5.631
H: 1.223 0.404 -5.723
H: 3.091 0.676 -5.636
H: 3.011 -0.142 -3.093
H: 2.269 -1.376 -4.223
H: -0.170 -0.321 -3.789
H: 0.637 0.819 -2.601
H: 1.321 -2.179 -1.994
H: 1.537 -1.209 0.208
H: 1.925 0.286 -0.823
H: 0.134 1.461 0.152
H: 0.102 -1.987 3.239
H: -1.083 1.643 2.869
H: -1.565 0.328 -1.592
H: -3.684 0.487 0.109
H: -2.549 1.470 1.195
H: -2.925 3.389 -0.204
H: -1.713 2.514 -1.269
H: -3.886 3.375 -2.477
H: -3.428 1.637 -2.879
H: -5.455 1.764 -0.499
H: -5.487 0.860 -2.157
H: -6.138 2.812 -3.452
H: -6.093 4.002 -2.055
H: -7.979 2.523 -0.824
H: -8.183 1.528 -2.446
H: -8.567 3.326 -2.361
Br: -3.970 3.323 6.677
C: -3.970 1.388 6.437
C: -3.991 1.018 4.976
Br: -5.770 1.250 4.212
H: -4.821 0.998 6.994
H: -3.046 1.044 6.907
H: -3.762 -0.041 4.846
H: -3.305 1.610 4.371
Br: -4.135 -2.711 1.754
C: -4.825 -3.629 3.326
C: -4.853 -2.713 4.524
Br: -3.066 -2.473 5.262
H: -4.207 -4.515 3.472
H: -5.837 -3.939 3.055
H: -5.441 -3.156 5.330
H: -5.242 -1.719 4.301
Br: 4.987 -0.950 -0.973
C: 6.422 0.369 -0.889
C: 7.458 -0.016 0.136
Br: 6.831 0.346 1.945
H: 5.956 1.334 -0.692
H: 6.857 0.378 -1.891
H: 8.357 0.592 0.020
H: 7.731 -1.071 0.099
Br: 7.713 -4.348 -1.913
C: 7.460 -5.426 -0.308
C: 6.668 -4.678 0.735
Br: 7.767 -3.345 1.636
H: 8.450 -5.725 0.034
H: 6.914 -6.310 -0.644
H: 6.337 -5.355 1.524
H: 5.803 -4.154 0.326
Br: 0.936 -4.872 4.743
C: 0.546 -5.465 2.926
C: -0.930 -5.380 2.626
Br: -1.907 -6.849 3.461
H: 0.950 -6.472 2.826
H: 1.108 -4.787 2.281
H: -1.111 -5.491 1.555
H: -1.389 -4.454 2.973

Results
Frontier orbital gap ... 8.609 eV
Spin multiplicity ... 1
SMILES ... C=CC(=O)OCCCCCC[C@H]1C[C@H](P(O)(O)=S)[C@H](CCCCCC)OS1(=O)=O.BrCCBr.BrCCBr.BrCCBr.BrCCBr.BrCCBr
Largest force on an atom ... 7.55 eV/Å

***

Molecular formula: C29H55FO3
Method: DFT, ωB97M-V/def2-TZVPD

CARTESIAN COORDINATES (ANGSTROEM)
C: -7.833 -1.704 1.026
C: -6.973 -1.184 0.372
C: -5.858 -0.705 -0.443
C: -4.796 0.127 0.289
O: -5.447 1.280 0.775
O: -3.738 0.439 -0.588
C: -4.046 1.292 -1.690
C: -3.029 2.439 -1.783
C: -2.607 3.049 -0.435
C: -1.085 3.157 -0.291
C: -0.695 3.795 1.047
C: 0.740 3.496 1.482
C: 1.775 3.952 0.447
C: 3.223 3.727 0.910
C: 4.006 2.712 0.067
C: 3.933 2.963 -1.446
C: 5.158 2.489 -2.258
C: 5.850 1.199 -1.790
C: 4.944 -0.032 -1.590
C: 3.868 -0.190 -2.656
C: 2.971 -1.439 -2.484
C: 2.723 -1.870 -1.037
C: 1.571 -2.890 -0.880
C: 2.054 -4.353 -0.845
C: 1.246 -5.243 0.139
C: 2.035 -5.559 1.425
C: 2.003 -4.391 2.422
C: -4.096 -0.639 1.469
O: -4.170 -2.039 1.326
C: -3.205 -2.579 0.454
C: -4.536 -0.222 2.865
C: -3.649 -0.916 3.907
F: -5.850 -0.563 3.113
H: -8.743 -2.123 1.380
H: -5.384 -1.543 -0.947
H: -6.296 -0.086 -1.229
H: -4.851 2.037 0.734
H: -5.073 1.653 -1.669
H: -3.949 0.691 -2.598
H: -3.442 3.227 -2.410
H: -2.137 2.037 -2.265
H: -2.946 2.466 0.422
H: -3.037 4.048 -0.320
H: -0.708 2.129 -0.282
H: -0.654 3.717 -1.118
H: -1.385 3.471 1.830
H: -0.795 4.882 0.973
H: 0.927 4.060 2.402
H: 0.880 2.444 1.743
H: 1.557 3.453 -0.495
H: 1.611 5.021 0.295
H: 3.745 4.686 0.933
H: 3.239 3.367 1.941
H: 3.621 1.723 0.326
H: 5.053 2.716 0.375
H: 3.865 4.048 -1.574
H: 2.999 2.564 -1.835
H: 5.898 3.290 -2.184
H: 4.878 2.429 -3.310
H: 6.411 1.416 -0.883
H: 6.595 0.936 -2.546
H: 5.585 -0.916 -1.660
H: 4.552 -0.021 -0.577
H: 4.378 -0.294 -3.617
H: 3.216 0.677 -2.736
H: 3.411 -2.283 -3.023
H: 1.996 -1.264 -2.942
H: 2.497 -0.991 -0.426
H: 3.632 -2.301 -0.615
H: 0.889 -2.758 -1.721
H: 1.031 -2.651 0.035
H: 3.102 -4.405 -0.554
H: 1.948 -4.781 -1.842
H: 0.972 -6.182 -0.344
H: 0.326 -4.728 0.414
H: 3.058 -5.809 1.150
H: 1.563 -6.427 1.888
H: 2.153 -4.751 3.439
H: 1.060 -3.850 2.372
H: 2.803 -3.679 2.212
H: -3.038 -0.350 1.403
H: -3.145 -3.647 0.659
H: -3.458 -2.454 -0.603
H: -2.211 -2.147 0.612
H: -4.394 0.849 2.995
H: -2.673 -0.428 3.889
H: -3.539 -1.973 3.684
H: -4.082 -0.798 4.898

Results
Frontier orbital gap ... 9.867 eV
Spin multiplicity ... 1
SMILES ... C#CC[C@](O)(OCCCCCCCCCCCCCCCCCCCCC)[C@H](OC)[C@H](C)F
Largest force on an atom ... 1.27 eV/Å

***

Question: Look up the largest force on an atom of the second one.
Answer: 1.27 eV/Å

***

Question: Which of these has the lowest largest force on an atom?
Answer: C29H55FO3